DFT (the ωB97M-V functional and the def2-TZVPD basis) results for a structure of composition C19H28BrKN3O7PSe.

- Kohn-Sham gap: 6.1 eV
- Total charge: -2
- Total energy: -7348.6315 Ha

Structure (XYZ):
```
61
Properties=species:S:1:pos:R:3:forces:R:3
C -5.704 1.638 2.264 0.020 -0.012 0.011
C 4.612 0.822 -0.472 -0.030 -0.006 0.023
C -5.383 -1.821 -2.188 0.005 -0.028 -0.010
Br 4.184 0.724 -5.119 0.017 0.005 0.006
C 4.244 0.742 -3.205 -0.033 -0.005 -0.048
C -4.680 1.576 1.137 0.053 0.021 -0.012
H -3.425 -1.182 2.619 0.026 -0.008 0.005
H -4.127 -3.541 3.749 -0.030 -0.010 -0.012
N -4.186 -2.045 0.808 -0.260 -0.013 -0.036
H 2.509 0.544 -0.351 -0.080 -0.003 -0.110
H -3.704 -5.195 1.650 -0.013 -0.005 -0.021
H -5.811 2.639 2.681 -0.003 0.002 -0.003
H -3.560 0.538 -2.666 0.003 0.010 -0.005
O -2.601 -0.018 -0.056 0.222 0.008 0.085
Se 0.322 -1.408 3.452 0.054 0.140 -0.013
H -5.403 0.961 3.066 -0.013 -0.001 -0.003
C 1.650 0.361 -2.875 0.033 0.010 0.063
H -7.062 -0.121 -0.203 0.003 0.032 -0.011
C -5.486 -1.263 -3.608 -0.003 -0.003 0.006
C 3.352 0.650 -1.017 0.086 -0.014 -0.006
O -1.280 -1.812 3.427 -0.091 0.009 -0.054
P -3.899 -0.713 -0.111 -0.053 -0.122 0.019
O 1.068 -2.239 2.229 -0.088 0.005 -0.031
H -4.737 2.472 0.508 -0.027 -0.006 0.001
H 6.706 1.087 -0.906 -0.006 0.002 -0.001
O 0.809 0.292 -1.949 0.053 -0.047 0.068
C -6.449 -0.011 0.696 0.008 0.037 -0.020
C -4.157 -1.922 2.288 0.038 -0.024 -0.065
H -6.469 -0.968 1.226 -0.025 0.002 -0.028
C -4.226 -4.238 1.660 0.031 -0.020 0.000
C 5.708 0.957 -1.311 0.038 0.010 0.004
H -6.053 -1.920 -4.271 -0.003 0.005 -0.004
N -4.141 -1.253 -1.662 -0.020 0.103 -0.006
H 4.726 0.839 0.604 0.022 0.003 -0.009
H -3.860 -0.444 -4.857 -0.022 0.001 -0.003
H -3.583 -2.075 -4.235 -0.001 0.002 0.006
C -3.398 -0.543 -2.730 -0.031 -0.034 0.033
C 3.120 0.596 -2.395 -0.052 -0.003 0.056
K -0.038 -0.492 0.483 0.038 0.058 -0.005
H 6.358 1.024 -3.357 0.004 0.003 -0.001
O 0.440 0.198 3.064 -0.033 -0.068 -0.063
H -7.746 0.792 2.270 0.016 -0.007 0.013
H -2.639 -3.307 2.835 0.006 0.020 0.005
H -4.643 -3.712 -0.417 0.021 -0.011 -0.032
O 0.987 -1.728 4.903 0.059 -0.055 0.126
C -4.019 -1.100 -4.002 0.012 0.010 -0.018
C -3.729 -3.307 2.761 0.018 -0.022 0.015
H -6.246 -1.563 -1.573 -0.006 -0.004 0.004
O 1.468 0.260 -4.095 0.001 0.007 -0.026
H -2.938 -3.590 0.038 0.020 0.017 0.035
C -3.962 -3.436 0.388 0.122 0.030 0.019
H -2.327 -0.714 -2.646 -0.003 -0.013 -0.003
C -6.969 1.126 1.581 -0.017 0.006 -0.010
H -5.158 -1.660 2.655 0.027 0.030 0.027
H -3.655 1.481 1.488 -0.001 0.020 -0.010
H -5.977 -0.286 -3.592 0.012 0.007 0.003
H -7.391 1.918 0.955 -0.015 -0.004 0.004
C 5.521 0.920 -2.681 -0.052 -0.003 -0.015
H -5.300 -4.438 1.755 -0.007 0.032 0.016
N -5.072 0.378 0.376 -0.058 -0.093 0.041
H -5.325 -2.915 -2.224 0.007 -0.002 0.004
```
Positions in Å, forces in eV/Å.

DFT (the ωB97M-V functional and the def2-TZVPD basis) results for a structure of composition C13H26Cl2FeNO4P2 in a non-equilibrium geometry.

- Kohn-Sham gap (alpha / beta): 5.1 / 8.8 eV
- Expectation value of S²: 8.77
- Spin multiplicity: 6
- Total energy: -3733.3475 Ha

Structure (XYZ):
```
49
Properties=species:S:1:pos:R:3:forces:R:3
C -0.625 -0.354 3.607 -0.416 0.760 -0.291
H 1.551 3.515 -3.192 -0.190 -0.245 -0.406
C -1.615 -0.648 -2.050 -0.227 -0.633 0.433
O -0.511 -3.268 -2.508 0.741 -0.663 0.037
H -3.304 -2.511 -0.388 0.210 -0.213 0.342
H 2.702 2.841 -0.939 -0.404 -0.023 -0.033
H 4.094 1.380 0.246 0.249 -0.409 -0.075
C -0.730 0.989 -3.776 0.168 0.254 0.163
H 3.073 2.755 2.070 -0.255 -0.016 0.322
C 0.834 2.102 -1.782 -0.944 0.021 -0.650
H 0.917 -0.764 -0.280 1.104 -1.708 -1.140
H 2.316 1.433 3.036 -0.026 0.245 -0.296
H -1.630 -3.054 0.062 -0.507 0.361 0.045
C 2.154 2.172 2.236 0.199 0.530 0.063
C 0.094 2.086 -4.056 -0.077 -0.067 0.004
H -1.156 -1.644 -2.349 -0.428 1.301 0.297
H -2.622 -0.600 -2.497 0.317 0.011 0.042
H -4.079 -0.102 -0.497 0.066 0.337 0.257
H 0.140 -3.302 -3.226 -0.182 -0.085 0.430
C -0.776 0.522 -2.463 0.507 0.776 -0.238
H -2.680 -2.288 1.301 0.030 -0.024 -0.410
Cl -0.776 -2.711 4.852 0.088 -0.069 0.329
N -0.040 1.126 -1.525 0.647 -0.633 -0.831
H 1.235 3.499 -0.160 0.071 -0.283 -0.350
O -0.056 -0.939 2.591 -0.440 -0.003 1.690
H 1.329 2.836 2.527 0.229 -0.193 -0.052
P -1.795 -0.661 -0.206 -1.264 -0.487 -1.205
H -0.848 -0.516 5.746 0.178 -0.154 -0.019
C 1.672 2.600 -0.634 -0.088 -0.135 0.932
O -1.349 0.640 3.608 0.746 -1.058 -0.246
H -3.473 0.405 1.133 0.018 0.060 -0.361
H -0.025 -3.440 -1.662 -0.327 0.003 -0.680
Fe 0.112 -0.200 0.901 -0.105 -0.388 0.989
H 3.289 0.089 -0.723 0.032 0.046 0.239
H 0.989 -2.695 0.199 -0.374 -0.189 -0.267
H -0.187 1.242 0.343 -1.256 2.024 1.213
H -3.063 1.379 -0.317 -0.067 -0.215 0.142
H -1.350 0.473 -4.509 0.269 0.389 -0.106
P 1.761 1.298 0.699 1.511 0.691 -0.342
H 0.428 -3.947 0.927 0.019 0.260 -0.803
Cl 1.454 -0.796 5.211 -0.124 -0.137 0.264
C -2.415 -2.300 0.230 -0.372 -0.457 -0.245
C -0.296 -1.007 4.949 -0.026 0.064 -0.421
C 3.365 0.559 0.265 0.632 0.401 0.092
O 0.487 -3.528 0.043 0.656 -0.035 1.108
H 0.122 2.497 -5.061 0.001 -0.069 0.094
C 0.891 2.659 -3.055 -0.040 -0.269 0.144
C -3.248 0.363 0.057 -0.543 0.196 0.033
H 3.644 -0.188 1.018 -0.007 0.130 -0.235
```
Positions in Å, forces in eV/Å.

DFT (the ωB97M-V functional and the def2-TZVPD basis) results for a structure of composition C15H41Mn2NO19S5 in a non-equilibrium geometry.

- Kohn-Sham gap (alpha / beta): 9.8 / 10.0 eV
- Expectation value of S²: 30.01
- Total charge: +2
- Spin multiplicity: 11
- Total energy: -6372.8368 Ha

Structure (XYZ):
```
83
Properties=species:S:1:pos:R:3:forces:R:3
O 3.751 3.474 2.223 -0.665 -0.473 -0.382
C 0.096 -2.398 -4.705 0.293 -0.740 0.667
H 1.253 2.819 -2.039 -0.225 0.270 0.106
H 4.993 -2.418 -3.388 0.047 -0.041 0.051
H 0.434 -0.275 0.653 -0.241 -0.090 -0.249
H 0.394 -3.401 -4.389 -0.119 0.036 0.074
H -0.474 -2.245 2.779 0.033 -0.271 -0.203
C 0.738 2.693 0.077 -1.321 -0.341 -0.047
C 3.498 0.649 -4.434 0.490 0.511 -0.990
N 2.462 -3.775 1.978 0.056 -0.039 0.648
H -0.492 0.184 7.019 -0.047 0.012 -0.050
O 4.150 0.527 -1.633 -0.370 -0.702 0.132
H -2.535 -2.395 5.011 -0.034 0.346 0.235
Mn 1.273 -2.487 -0.714 0.133 0.856 1.089
O 1.108 -0.966 0.651 0.011 0.077 0.125
C 0.762 2.148 -1.333 0.601 -0.038 0.062
O 3.005 -1.690 -1.507 0.426 0.135 -0.558
H 0.364 1.929 0.765 0.364 -0.132 -0.008
H -0.575 -2.523 -5.551 -0.132 0.319 0.039
H -0.008 3.483 0.197 0.376 0.353 -0.247
O -0.771 1.669 4.592 0.541 -0.721 -0.291
C -2.059 0.118 -4.753 -1.101 0.785 -0.206
O 2.038 3.161 0.473 0.847 -0.386 1.559
H 3.051 1.343 -6.424 0.110 -0.073 -0.074
O -1.675 -0.574 4.707 1.093 0.800 -0.198
O 0.585 -0.257 3.698 -0.099 0.170 0.268
C -3.197 0.737 -3.943 0.467 -0.537 -0.296
H -5.548 0.852 4.319 0.164 0.089 0.152
H -1.737 0.833 -5.509 0.420 -0.170 0.067
H 5.804 -0.835 -3.473 0.220 0.028 0.127
S -0.746 -1.632 -3.335 -0.294 1.096 -1.725
H -1.675 -3.570 3.166 0.334 -0.069 -0.098
O 0.183 -1.468 -2.219 -0.099 -0.402 -0.069
H 3.237 1.609 -3.992 -0.042 -0.178 0.318
S 2.463 2.905 2.006 -0.199 1.338 -0.458
O -1.591 0.751 1.529 0.162 -0.126 -0.441
O 3.039 -0.450 -3.611 0.081 -0.756 1.228
H -2.235 -1.992 2.635 0.160 -0.043 -0.251
S -2.672 0.949 0.592 -1.561 0.324 0.357
H 5.928 -1.845 -1.970 0.006 0.169 0.075
O 2.156 -3.684 0.748 -0.084 -0.249 -0.618
C 0.300 -0.047 6.312 0.314 0.014 -0.048
O -3.978 1.405 1.418 1.276 0.073 -0.847
O 2.353 -2.719 2.696 0.287 0.320 -0.024
H -2.377 -1.019 -0.622 -0.040 0.024 -0.122
C -4.270 0.676 2.623 -1.325 -0.188 0.729
H 1.292 4.873 2.654 0.316 -0.081 -0.187
H 1.404 3.717 3.983 0.107 -0.230 -0.049
H 0.603 -1.091 6.384 -0.272 -0.070 -0.172
H -4.802 -0.240 2.347 0.403 -0.169 -0.105
H 1.002 -1.846 -4.942 -0.162 0.262 -0.001
H 4.582 0.619 -4.565 -0.002 -0.143 0.251
H -0.262 1.957 -1.643 0.002 -0.048 -0.079
H -3.975 1.050 -4.640 -0.137 -0.173 0.074
S 3.814 -0.725 -2.238 1.118 0.677 -1.138
H 1.193 0.527 6.559 -0.140 0.322 -0.346
C 2.815 0.506 -5.773 -1.160 -0.323 0.510
S -0.332 0.313 4.681 -1.133 -0.670 1.118
H -6.157 1.743 2.953 0.127 0.121 -0.172
C 1.220 3.818 2.916 -0.029 -0.051 -0.185
H -3.559 -0.035 -3.265 -0.312 0.249 0.103
O 2.297 1.481 2.318 0.086 0.018 -0.228
H 1.353 1.231 -1.363 -0.159 -0.169 0.047
H -3.400 -1.332 0.767 -0.269 0.151 0.079
Mn 2.209 -0.606 2.325 -0.786 -0.458 -0.183
O -0.912 -0.153 -3.905 0.543 -1.068 1.017
O -2.001 -2.263 -3.090 0.393 0.110 0.159
C -1.444 -2.506 3.186 -0.619 0.621 0.742
H -4.720 2.369 3.832 -0.315 0.102 0.174
H 2.961 -0.455 -6.264 0.586 0.109 -0.037
H -2.882 1.622 -3.396 0.155 -0.071 0.099
C -1.588 -2.016 4.633 0.061 -0.957 -0.714
C -3.215 -0.632 -0.042 0.837 0.396 -0.163
H -2.386 -0.792 -5.256 0.060 -0.045 0.055
C -5.244 1.481 3.483 0.547 -0.064 -0.342
O -2.533 1.883 -0.494 0.076 -0.653 0.721
H -4.062 -0.446 -0.696 -0.130 -0.106 0.124
H 0.216 3.476 2.668 0.117 -0.282 0.048
O 2.827 -4.809 2.463 -0.314 0.741 -0.510
H 1.738 0.520 -5.562 0.022 0.316 -0.208
H -0.801 -2.413 5.275 0.076 0.231 0.042
C 5.317 -1.549 -2.817 -1.155 0.101 0.074
H -3.371 0.475 3.199 0.144 -0.077 -0.227
```
Positions in Å, forces in eV/Å.

Question: Among the records above, which one has the highest total energy?
Answer: C13H26Cl2FeNO4P2

Question: Which value of total energy does entry 3 give?
Answer: -6372.8368 Ha

Question: Which of these has the lowest total energy?
Answer: C19H28BrKN3O7PSe